No. 1
# C5H9NO

2 unconnected molecules or ions with the total composition C5H9NO in a non-equilibrium geometry (ωB97M-V with the def2-TZVPD basis set, the OMol25 dataset).

**LUMO energy**: 0.82 eV
**SMILES**: [H]/N=C1/C=CCCO1.[H][H]
**Charge**: 0
**Relative energy (zero: lowest compared OMol25 entry of this formula, charge and spin)**: 73.1 kcal/mol
**E_HOMO**: -9.11 eV

Geometry as XYZ:
```
16
C5H9NO (ωB97M-V with the def2-TZVPD basis set)
H -0.688 1.078 1.357
O 0.543 1.493 -0.258
C -0.750 1.205 0.266
C -1.346 -0.028 -0.394
C 1.448 0.469 -0.338
H 2.807 1.719 -0.615
H -0.753 -2.184 -0.363
H -1.353 2.095 0.068
C -0.367 -1.165 -0.338
H -0.872 -1.414 1.691
C 0.943 -0.910 -0.299
H -1.478 0.150 -1.464
N 2.677 0.708 -0.541
H 1.688 -1.697 -0.259
H -0.167 -1.272 1.450
H -2.333 -0.247 0.036
```

---

No. 2
# C3H4O3

C3H4O3 in the gas phase in a non-equilibrium geometry (ωB97M-V with the def2-TZVPD basis set, the OMol25 dataset).

**LUMO energy**: 0.04 eV
**Charge**: 0
**Relative energy (zero: lowest compared OMol25 entry of this formula, charge and spin)**: 96.3 kcal/mol
**E_HOMO**: -9.39 eV

Geometry as XYZ:
```
10
C3H4O3 (ωB97M-V with the def2-TZVPD basis set)
O 1.722 -0.504 0.226
C 0.177 1.412 -1.356
C -0.691 -0.510 0.457
O 0.655 1.485 -0.149
C 0.670 0.040 0.097
H 0.332 2.374 -1.862
H -1.443 -0.277 -0.292
H 0.222 -2.161 0.858
H -0.965 0.026 1.377
O -0.679 -1.885 0.645
```

---

No. 3
# C34H43AsCdN4O7S2Si

A molecular structure, C34H43AsCdN4O7S2Si (ωB97M-V with the def2-TZVPD basis set, the OMol25 dataset).

**LUMO energy**: 3.98 eV
**Charge**: -2
**Relative energy (zero: lowest compared OMol25 entry of this formula, charge and spin)**: 49.9 kcal/mol
**E_HOMO**: -2.71 eV

Geometry as XYZ:
```
93
C34H43AsCdN4O7S2Si (ωB97M-V with the def2-TZVPD basis set)
H 4.792 -0.824 -1.453
C 5.162 -4.028 -0.466
O -2.035 -3.091 -3.130
H -5.230 1.669 -1.245
O -3.464 -2.290 -0.792
H 3.471 3.143 1.869
C -2.568 -1.608 -1.307
H -2.356 4.418 2.049
H 6.985 -4.910 0.234
C 2.368 4.186 -0.845
C -3.301 -1.550 2.760
H -4.694 -0.912 -2.252
N 0.535 1.930 -0.462
C 2.604 -2.623 1.651
C 1.106 -0.524 2.519
Si 2.102 2.475 -0.074
N 1.265 -0.687 1.214
O -0.428 -1.698 -2.416
H -5.105 -3.712 4.647
C -1.961 4.160 1.071
O 2.343 -4.196 -0.944
H -2.201 4.291 -3.406
H -4.099 3.017 -1.564
C -4.060 -0.400 2.962
H -6.319 2.093 -3.785
Cd -0.063 -0.087 -1.010
H -0.903 -3.165 2.342
C -4.811 -2.781 4.178
H 3.407 4.514 -0.735
H -1.854 5.916 -2.798
H 3.123 0.762 -1.597
H -5.553 -0.617 -3.800
H 2.441 1.776 2.325
C -1.601 -2.223 -2.378
H 4.573 -4.931 -0.365
H -3.464 5.235 -2.559
C -5.361 2.189 -4.301
H -3.746 0.510 2.466
C -1.393 -2.714 1.472
H -0.633 -2.503 0.724
C 7.255 -2.837 -0.249
H 4.325 1.893 -0.940
S -2.124 1.558 -4.267
C 1.671 -1.355 3.471
H 7.188 -0.775 -0.833
S 2.799 -2.893 -1.387
C 5.278 -1.712 -1.072
As -3.956 1.248 -3.332
H 2.114 4.161 -1.907
H -5.069 3.236 -4.369
H -5.780 0.453 3.911
H 9.153 -1.839 -0.077
H 3.680 0.578 0.062
N 2.135 -1.678 -0.601
C -4.212 1.933 -1.543
O 2.788 -2.595 -2.790
C -0.475 2.859 -0.317
C -1.923 4.383 -1.298
N -0.975 3.456 -1.415
O -1.686 -0.344 1.573
H 1.764 3.415 2.240
H -3.219 5.542 -0.029
C -2.445 4.786 -0.074
H 8.839 -3.003 1.209
C -0.987 3.193 0.957
H 1.726 4.935 -0.372
H -0.621 2.655 1.822
C 4.541 -2.879 -0.929
C 2.421 -2.432 3.002
C -4.593 -0.580 -3.285
H -5.429 1.770 -5.303
H -6.443 -1.664 5.009
C -5.186 -0.442 3.766
H -3.491 1.463 -0.880
C 6.508 -4.005 -0.131
H 2.863 -3.138 3.697
C 2.026 -1.700 0.746
H 3.161 -3.475 1.297
C 2.464 2.717 1.772
C 8.709 -2.811 0.141
C 3.426 1.312 -0.704
H 9.284 -3.568 -0.397
H -2.117 -3.410 1.052
H -3.868 -1.223 -3.781
H 1.509 -1.183 4.527
C 6.621 -1.695 -0.728
C -5.561 -1.632 4.379
H -3.111 -3.640 3.192
C -3.687 -2.741 3.364
H 0.477 0.314 2.804
O -2.365 -0.369 -1.075
C -2.399 4.990 -2.593
C -2.079 -1.443 1.885
```

---

No. 4
# C17H27BClO7

3 unconnected molecules or ions with the total composition C17H27BClO7 in a non-equilibrium geometry (ωB97M-V with the def2-TZVPD basis set, the OMol25 dataset).

**LUMO energy**: 2.43 eV
**Charge**: -1
**Relative energy (zero: lowest compared OMol25 entry of this formula, charge and spin)**: 135.4 kcal/mol
**E_HOMO**: -5.31 eV

Geometry as XYZ:
```
53
C17H27BClO7 (ωB97M-V with the def2-TZVPD basis set)
C -3.407 -5.836 0.703
C 1.264 1.473 -3.248
O -4.262 -5.584 1.817
H -4.885 -4.073 5.734
H 1.947 -5.453 0.416
H -2.412 5.757 3.460
H -1.098 0.791 -0.938
H -2.302 5.153 1.795
C -0.564 -0.067 -1.550
H -3.015 -4.897 0.298
B 0.550 -0.904 -0.641
H 0.650 -0.420 0.443
H -0.598 -2.717 0.359
H -0.436 -2.889 -1.539
O 1.193 6.793 1.473
O -0.673 6.244 2.494
H 4.513 1.475 -5.487
C 2.757 3.922 -2.951
O -2.475 -4.645 2.914
H 2.409 -2.573 -0.058
H -4.001 -6.325 -0.074
C 3.917 3.371 -4.024
H 1.567 -0.869 -1.228
H -1.351 4.377 3.115
H 2.933 7.329 0.535
H 2.912 5.019 -2.512
H 2.777 5.592 0.856
H 1.826 6.368 -0.464
H 4.848 4.023 -4.301
C 3.729 1.865 -4.708
Cl 2.064 -4.093 -1.994
H -1.426 -0.860 -1.786
C -4.064 -4.164 5.017
O -0.625 -0.001 -4.115
C 2.433 0.937 -4.317
C 0.117 -2.523 -0.562
H 2.200 -4.081 1.712
C 1.435 2.975 -2.568
C -1.737 5.321 2.718
H 2.299 -0.138 -4.787
H 0.627 3.396 -1.806
C 0.005 0.454 -2.996
C 1.562 -3.338 -0.376
O 0.225 4.769 0.979
C -3.649 -4.975 2.864
C 2.233 6.489 0.545
H -3.274 -4.769 5.473
C 1.483 -4.456 0.847
H -2.591 -6.508 0.987
H -3.698 -3.158 4.785
C 0.246 5.828 1.587
O -4.570 -4.798 3.845
H 0.392 -4.608 1.259
```